# 1
{
  "formula": "C23H20N6O3Ru",
  "method": "wB97M-V/def2-TZVPD",
  "e_lumo_ev": [-3.905, -5.754],
  "total_charge": 1,
  "e_homo_ev": [-7.82, -11.65],
  "s_squared": 8.797,
  "spin_multiplicity": 6,
  "species": ["C", "C", "N", "H", "N", "C", "C", "H", "C", "C", "H", "C", "N", "C", "H", "C", "N", "C", "N", "C", "O", "H", "C", "H", "H", "C", "H", "H", "C", "C", "H", "C", "H", "C", "H", "H", "O", "C", "H", "C", "C", "Ru", "H", "H", "H", "H", "C", "N", "H", "C", "H", "O", "C"],
  "xyz": [[5.108, -0.506, -0.946], [-1.721, -3.182, 0.442], [-1.794, 1.850, 0.056], [-1.845, -5.646, -1.873], [-1.803, -2.089, -0.325], [5.105, -0.009, 1.325], [-1.731, -4.465, -0.065], [-1.747, 4.445, -0.789], [-1.380, 0.087, 4.549], [3.667, -1.031, -0.912], [5.688, -1.059, -1.687], [-1.909, -1.080, -2.528], [2.981, -0.420, 0.223], [-1.521, -0.397, 3.266], [-1.645, -3.016, 1.511], [-1.916, 1.334, -2.228], [-1.643, 0.392, 2.193], [-1.880, 4.048, -2.907], [0.600, 0.078, 0.042], [-1.876, -2.271, -1.684], [-1.925, -1.092, -3.751], [-1.292, -0.596, 5.379], [-1.848, 2.354, -1.196], [-1.872, 5.090, -3.182], [-1.538, -1.466, 3.082], [1.723, -0.187, 0.150], [-1.947, -3.607, -3.337], [-1.401, 3.380, 3.745], [-1.640, 2.612, 1.214], [-1.445, 2.305, 3.667], [-1.665, -5.310, 0.601], [-1.958, 3.067, -3.899], [5.684, -0.201, 2.229], [-1.820, 3.701, -1.571], [3.138, 0.123, 2.238], [5.112, 1.073, 1.114], [5.741, -0.717, 0.291], [-1.586, 1.749, 2.392], [-1.257, 1.879, 5.754], [-1.893, -3.544, -2.262], [3.662, -0.500, 1.511], [-1.693, -0.074, 0.174], [-2.015, 3.356, -4.936], [5.115, 0.565, -1.207], [3.663, -1.543, 1.857], [3.142, -0.769, -1.833], [-1.967, 1.726, -3.570], [-1.896, 0.074, -1.742], [3.666, -2.122, -0.790], [-1.355, 1.476, 4.759], [-2.000, 0.952, -4.325], [-1.543, 3.832, 1.239], [-1.830, -4.653, -1.454]],
  "mulliken_spin": [0.000, 0.025, 0.294, 0.000, -0.057, 0.000, -0.002, -0.001, 0.116, 0.000, 0.000, 0.007, 0.004, 0.014, -0.009, 0.232, 0.153, 0.020, 0.029, 0.027, 0.098, 0.006, 0.190, 0.003, 0.009, 0.026, 0.001, 0.010, 0.028, -0.026, 0.000, 0.192, 0.000, 0.068, 0.000, 0.000, 0.000, 0.326, 0.013, -0.001, 0.001, 2.746, 0.009, 0.000, 0.000, 0.000, -0.085, 0.079, 0.000, 0.165, 0.003, 0.274, 0.012]
}


# 2
{
  "formula": "C23H21Br2N4O2S2Se3TeY",
  "method": "wB97M-V/def2-TZVPD",
  "e_lumo_ev": 3.435,
  "total_charge": -2,
  "e_above_lowest_kcal_mol": 2.7,
  "e_homo_ev": -0.38,
  "species": ["H", "H", "H", "O", "H", "H", "Se", "C", "Te", "H", "H", "C", "C", "Se", "C", "C", "C", "C", "H", "Br", "H", "C", "C", "C", "S", "C", "H", "H", "H", "C", "N", "S", "C", "C", "H", "N", "H", "H", "H", "Se", "C", "H", "Y", "H", "C", "H", "H", "C", "C", "C", "O", "C", "H", "N", "C", "Br", "N", "C", "C"],
  "xyz": [[-3.605, -6.413, -0.792], [0.901, 6.236, -0.401], [3.811, -1.507, -2.804], [-1.753, -1.532, 1.609], [-6.139, -3.556, 1.142], [-1.764, 0.510, 0.319], [1.987, -0.314, 6.122], [-2.525, 1.826, -1.164], [0.148, -2.056, 5.591], [1.577, 2.564, 1.592], [-0.947, 2.708, -4.026], [2.671, -1.269, -0.961], [4.880, -2.282, -1.143], [1.168, -3.186, 3.664], [3.822, -1.697, -1.736], [-1.578, -2.617, 0.995], [-1.126, 2.213, -3.078], [-2.313, 2.429, -2.401], [5.713, -2.963, 0.786], [-6.484, -6.148, -0.220], [-4.135, -2.135, 1.629], [-0.151, 1.388, -2.541], [0.096, 3.968, 1.029], [-4.040, -3.073, 1.099], [3.778, 2.744, -0.040], [-2.775, -3.478, 0.694], [-1.621, -4.969, -0.289], [-1.243, 5.048, -0.272], [-0.520, 3.602, -0.982], [-1.563, 0.999, -0.629], [0.542, -0.145, -0.747], [0.521, 0.990, 3.177], [3.774, -2.115, 0.971], [-0.337, 0.715, -1.299], [0.782, 1.281, -3.074], [2.676, -1.534, 0.426], [-3.448, 2.000, -0.624], [1.637, -0.427, -2.587], [2.742, 4.665, -1.595], [2.473, 0.327, 3.949], [-2.617, -4.677, 0.014], [0.568, 5.529, -1.987], [0.656, -1.083, 1.397], [0.137, 4.799, 1.746], [-4.967, -5.053, 0.152], [5.739, -2.577, -1.738], [-0.615, 3.237, 1.413], [2.315, 3.570, 0.011], [4.878, -2.503, 0.278], [-0.326, 4.460, -0.341], [-0.446, -3.018, 0.622], [0.792, 5.289, -0.946], [3.714, -2.275, 2.045], [1.389, 3.317, 0.939], [-3.716, -5.476, -0.264], [-3.639, 3.595, -3.135], [2.026, 4.528, -0.905], [1.633, -0.597, -1.518], [-5.150, -3.861, 0.830]],
  "lowdin_charge": [0.094, 0.109, 0.093, -0.110, 0.094, 0.083, -0.224, -0.166, 0.113, 0.006, 0.090, -0.318, -0.138, -0.293, -0.076, -0.638, -0.180, -0.749, 0.068, 0.672, 0.120, -0.044, -0.184, -0.005, 0.511, -0.114, 0.122, 0.118, 0.078, -0.044, -0.095, -0.166, -0.213, -0.314, 0.086, -0.092, 0.094, 0.080, 0.098, -0.128, -0.003, 0.114, 1.141, 0.116, -0.693, 0.080, 0.094, -0.908, -0.137, -0.165, -0.120, -0.187, 0.063, 0.002, -0.128, 0.610, -0.010, -0.176, -0.129]
}


# 3
{
  "formula": "C23H21BrCaN3O3",
  "method": "wB97M-V/def2-TZVPD",
  "e_lumo_ev": -2.813,
  "total_charge": 1,
  "e_above_lowest_kcal_mol": 30.0,
  "e_homo_ev": -11.76,
  "species": ["C", "H", "C", "C", "C", "H", "O", "H", "C", "H", "N", "H", "H", "C", "Br", "C", "H", "C", "N", "H", "C", "C", "C", "O", "O", "C", "H", "C", "H", "H", "H", "H", "H", "C", "H", "N", "C", "H", "C", "C", "C", "C", "H", "C", "Ca", "H", "C", "C", "H", "H", "C", "H"],
  "xyz": [[-0.329, 2.156, 2.978], [-5.436, -0.130, -1.283], [-0.562, 0.304, 4.684], [-2.943, -2.204, -2.185], [-4.453, -0.576, -1.336], [1.520, 2.565, 4.045], [-0.825, 2.378, -0.472], [1.328, 3.463, 2.539], [1.178, 2.489, 3.012], [-0.716, -1.383, 6.001], [0.694, 0.402, -1.590], [2.338, 1.173, -4.999], [3.430, -3.156, -1.092], [-3.407, -0.055, -0.596], [-2.518, -3.703, -3.249], [-1.012, -1.433, 2.648], [-1.210, -2.087, 1.805], [1.870, 0.953, -4.048], [-2.175, -0.569, -0.631], [-0.390, 1.027, 5.471], [-0.976, -1.927, 3.936], [-4.224, -1.676, -2.148], [0.286, 1.420, -2.328], [-1.846, 2.427, -2.475], [1.622, 1.244, 0.943], [2.118, -1.493, -1.260], [0.459, 2.567, -4.137], [-0.911, 2.173, -1.742], [-1.127, -2.981, 4.120], [3.090, 1.744, 2.330], [1.636, -1.643, -0.299], [-0.728, 2.346, 1.977], [-5.020, -2.110, -2.736], [3.347, -1.030, -3.723], [3.820, -0.845, -4.680], [-0.819, -0.139, 2.359], [0.849, 1.728, -3.578], [-0.843, 2.819, 3.673], [2.039, 1.450, 2.305], [1.699, -0.398, -2.048], [-0.745, -1.036, 4.977], [3.727, -2.088, -2.948], [-0.937, -2.014, -1.451], [3.111, -2.322, -1.702], [-0.438, 0.601, 0.267], [4.508, -2.753, -3.290], [2.323, -0.156, -3.295], [-1.948, -1.619, -1.422], [-3.553, 0.807, 0.045], [1.737, 2.082, 0.471], [-0.597, 0.723, 3.359], [1.955, 0.482, 2.798]],
  "lowdin_charge": [-0.118, 0.121, 0.005, -0.658, -0.019, 0.125, -0.238, 0.126, -0.141, 0.121, -0.008, 0.129, 0.113, -0.110, 0.794, -0.114, 0.112, 0.030, -0.072, 0.128, -0.036, -0.071, -0.170, 0.096, -0.185, -0.023, 0.130, -0.636, 0.115, 0.131, 0.107, 0.086, 0.118, -0.015, 0.122, -0.044, 0.030, 0.131, -0.205, -0.206, -0.025, -0.059, 0.101, -0.055, 1.367, 0.113, -0.139, -0.182, 0.127, 0.114, -0.288, 0.124]
}


# 4
{
  "formula": "C23H21BrClNPTl",
  "method": "wB97M-V/def2-TZVPD",
  "e_lumo_ev": [-9.241, -10.071],
  "total_charge": 2,
  "e_above_lowest_kcal_mol": 40.0,
  "e_homo_ev": [-14.60, -14.60],
  "species": ["C", "H", "H", "H", "H", "C", "H", "H", "H", "H", "H", "C", "H", "H", "H", "C", "C", "C", "C", "P", "C", "H", "Br", "C", "N", "H", "C", "C", "H", "C", "C", "Tl", "H", "H", "Cl", "C", "C", "H", "C", "C", "C", "C", "H", "C", "H", "C", "C", "C", "H"],
  "xyz": [[-1.726, 3.136, -1.626], [0.605, 5.616, 0.282], [-1.068, 6.469, -1.361], [-2.551, 4.875, -2.580], [0.695, 1.593, -2.913], [1.957, -0.329, -0.369], [3.565, -1.883, 5.238], [-2.365, 2.439, -2.159], [-2.049, -1.910, 1.482], [-4.636, -2.052, -3.030], [0.734, 3.165, 0.759], [-3.847, -1.481, -2.543], [3.273, -4.432, 5.285], [2.836, 0.900, -3.961], [-5.211, -0.414, -1.231], [2.589, 0.538, -2.960], [2.760, -2.397, 4.719], [1.838, -1.620, 4.003], [-0.785, 2.650, -0.705], [-0.557, 0.895, -0.372], [1.048, 0.461, -1.100], [-2.255, -2.363, -3.727], [1.249, -6.229, 4.039], [2.595, -3.782, 4.737], [0.826, -2.169, 3.339], [1.714, -0.634, 0.653], [-4.171, -0.560, -1.534], [-2.514, -1.657, -2.933], [-0.208, -3.901, 2.793], [3.150, -0.734, -0.968], [1.515, -4.343, 4.032], [-0.852, -0.897, 1.940], [1.924, -0.534, 3.991], [-3.408, 0.906, -0.137], [-0.043, 0.939, 3.106], [-3.167, 0.189, -0.924], [-1.823, 0.012, -1.326], [3.832, -1.382, -0.424], [-1.825, 4.505, -1.858], [0.035, 3.554, 0.012], [-1.493, -0.925, -2.320], [3.458, -0.301, -2.265], [-0.456, -1.067, -2.613], [-0.992, 5.398, -1.175], [-0.545, -1.975, 0.727], [0.636, -3.502, 3.339], [1.378, 0.930, -2.384], [-0.058, 4.921, -0.246], [4.394, -0.618, -2.728]],
  "lowdin_charge": [-0.053, 0.129, 0.131, 0.127, 0.122, -0.096, 0.126, 0.111, 0.001, 0.128, 0.110, -0.017, 0.123, 0.128, 0.127, -0.036, -0.006, -0.148, -0.336, 1.082, -0.365, 0.128, 0.810, -0.058, -0.076, 0.059, -0.039, -0.028, 0.100, -0.040, -0.631, 0.607, 0.070, 0.121, 0.150, -0.107, -0.397, 0.120, -0.026, -0.058, -0.055, -0.029, 0.111, -0.005, 0.027, -0.172, -0.066, -0.029, 0.127]
}


Number 1: electronic energy -1537.30093 Ha. Number 2: electronic energy -14713.96847 Ha. Number 3: electronic energy -4530.60996 Ha. Number 4: electronic energy -4491.09361 Ha.